C30H30HgNO as an isolated structure. Source: the OMol25 dataset; level of theory: wB97M-V/def2-TZVPD.

Summary:
Charge: -1
Max |F| (eV/A): 2.382
Calculated total energy (eV): -39304.663
E_HOMO (eV): -3.564
E_LUMO (hartree): 0.097

Cartesian coordinates (Å):
C1 2.29 0.05 1.54
C2 2.32 -0.68 0.29
C3 1.92 0.23 -0.76
H1 2.54 -1.75 0.17
C4 1.61 1.52 -0.16
C5 1.85 1.41 1.27
H2 1.31 2.44 -0.69
C6 -1.36 -1.64 1.94
C7 -0.21 -2.36 1.42
C8 -0.30 -2.37 -0.03
H3 0.60 -2.79 2.02
C9 -1.46 -1.62 -0.38
C10 -2.11 -1.10 0.81
H4 1.84 -0.01 -1.82
H5 1.68 2.20 2.01
H6 2.43 -0.37 2.55
H7 -3.03 -0.49 0.86
H8 0.43 -2.81 -0.73
H9 -1.55 -1.39 2.98
Hg1 -0.14 0.19 0.85
C11 -1.99 -1.37 -1.80
C12 -3.53 -1.63 -1.77
C13 -1.29 -2.32 -2.80
H10 -3.68 -2.65 -1.41
H11 -3.90 -1.51 -2.78
H12 -4.01 -0.92 -1.10
H13 -1.49 -3.35 -2.49
H14 -0.20 -2.14 -2.79
H15 -1.69 -2.13 -3.79
C14 -1.68 0.11 -2.15
C15 -2.23 0.62 -3.49
H16 -0.57 0.23 -2.19
H17 -2.06 0.79 -1.38
O1 -3.14 0.09 -4.14
N1 -1.61 1.75 -3.96
C16 -0.44 2.42 -3.39
H18 -1.95 2.09 -4.85
C17 0.89 1.82 -3.87
C18 2.08 2.46 -3.46
H19 2.01 3.35 -2.82
C19 3.32 1.96 -3.87
H20 4.23 2.47 -3.55
C20 3.38 0.81 -4.68
H21 4.36 0.42 -5.00
C21 2.20 0.17 -5.08
H22 2.23 -0.72 -5.71
C22 0.95 0.67 -4.68
H23 0.02 0.18 -5.00
H24 -0.47 2.38 -2.29
H25 -0.47 3.48 -3.69
C23 -0.17 0.63 2.95
C24 -0.02 0.35 4.13
C25 0.03 0.23 5.55
C26 -1.02 0.79 6.29
C27 -1.02 0.66 7.70
C28 0.03 -0.03 8.33
C29 1.07 -0.60 7.58
C30 1.07 -0.47 6.17
H26 -1.83 1.33 5.79
H27 -1.83 1.08 8.27
H28 0.03 -0.13 9.42
H29 1.87 -1.14 8.07
H30 1.86 -0.93 5.57